# 1
This record from OMol25 describes C23H34N2O5 in the gas phase. The level of theory is ωB97M-V/def2-TZVPD.

```
64
Properties=species:S:1:pos:R:3:lowdin_charge:R:1
O -1.922 1.023 -2.291 0.0791
O 3.313 -4.380 -1.488 -0.0678
O 3.732 -3.192 1.127 -0.1130
O 0.822 0.878 2.076 0.0679
O -5.599 -0.565 -0.153 -0.1540
N 0.755 1.537 -0.091 0.0093
N -1.381 -0.160 -0.436 -0.0249
C -6.959 -0.909 -0.033 -0.2748
C -1.120 0.693 -1.442 -0.4335
C 1.408 -3.094 -1.690 0.0119
C 3.881 -2.590 2.390 -0.0728
C -2.704 -0.723 -0.265 -0.1320
C 0.478 -2.161 -1.273 -0.0327
C 2.652 -2.847 0.355 -0.1751
C -0.344 -0.522 0.500 -0.1342
C -3.499 0.011 0.817 -0.1317
C 0.625 -1.564 -0.033 -0.1620
C 1.536 2.741 0.152 -0.2811
C -4.855 -0.648 1.041 -0.2373
C 0.468 0.709 0.924 -0.4046
C 1.554 5.235 0.285 -0.1969
C 0.717 4.012 -0.080 -0.1370
C 2.501 -3.455 -0.907 -0.1951
C 1.706 -1.919 0.765 0.0415
C -7.210 -2.400 0.190 -0.0764
C 4.437 -4.904 -0.818 -0.0756
C 2.841 5.267 -0.534 -0.2075
C 2.816 2.764 -0.683 -0.1417
C 0.317 1.212 -1.429 -0.0226
C 3.647 3.990 -0.315 -0.1974
H 4.157 -5.408 0.110 0.0952
H -6.687 -2.979 -0.566 0.0780
H 1.800 -1.441 1.727 0.1080
H 2.569 2.803 -1.746 0.1160
H -0.354 -1.912 -1.913 0.1204
H -3.653 1.042 0.498 0.1270
H 1.805 2.688 1.214 0.1504
H -3.231 -0.624 -1.216 0.1279
H 0.416 4.082 -1.128 0.1160
H -7.424 -0.329 0.780 0.1171
H 3.387 1.851 -0.502 0.1225
H 0.976 6.143 0.107 0.1098
H 5.177 -4.132 -0.599 0.0937
H 1.311 -3.574 -2.650 0.1225
H 3.943 3.924 0.734 0.1161
H 3.045 -2.830 3.053 0.0999
H -8.275 -2.603 0.117 0.0724
H -0.188 3.977 0.529 0.1237
H 4.556 4.013 -0.919 0.1093
H -7.404 -0.599 -0.982 0.1197
H 3.439 6.135 -0.252 0.1078
H 0.354 2.101 -2.057 0.1289
H 3.981 -1.503 2.311 0.0994
H -0.816 -0.914 1.407 0.1642
H -4.711 -1.698 1.339 0.1218
H -2.948 0.015 1.760 0.1165
H 4.799 -3.008 2.801 0.0958
H -6.866 -2.713 1.173 0.0648
H 2.594 5.362 -1.594 0.1143
H -2.605 -1.783 -0.014 0.1372
H 0.965 0.443 -1.873 0.1392
H -5.391 -0.133 1.854 0.1270
H 4.864 -5.631 -1.510 0.0933
H 1.802 5.198 1.348 0.1164
```

Properties
energy relative to the best compared isomer or geometry (same formula, charge and spin): 29.43 kcal/mol
total energy: -37620.769 eV
SMILES: CCOCCCN1C(=O)CN(C2CCCCC2)C(=O)[C@@H]1c1ccc(OC)c(OC)c1
charge: 0
highest occupied orbital energy: -0.2986 Eh

***

# 2
This record from OMol25 describes C23H34N2O8 in the gas phase. The level of theory is ωB97M-V/def2-TZVPD.

```
67
Properties=species:S:1:pos:R:3:lowdin_charge:R:1
O 0.111 1.911 -1.366 0.0856
O -2.813 -1.709 1.553 -0.0151
O 0.132 3.195 0.481 0.0472
O -7.823 -2.568 0.075 0.0535
O 4.402 -0.317 -1.289 0.0898
O 4.972 -1.605 0.505 0.0383
O 0.596 -1.627 1.094 0.0989
O -1.931 0.334 1.290 0.1232
N 3.010 -0.602 0.472 0.1300
N -0.354 -0.760 -0.766 0.1358
C -2.129 -0.785 0.893 -0.4786
C 6.291 -1.946 0.015 -0.5755
C -4.471 -2.632 -1.309 -0.0254
C -2.671 -0.892 -1.539 -0.0758
C -0.474 4.911 -1.140 -0.0148
C 0.638 -0.879 0.137 -0.4285
C -5.724 -3.041 -0.903 -0.0023
C 6.874 -2.838 1.111 -0.0248
C -3.341 -1.324 2.815 -0.0302
C 1.858 0.006 -0.143 -0.2011
C 0.526 2.184 -0.263 -0.4701
C 7.138 -0.686 -0.158 -0.0209
C -6.194 -0.810 -0.150 -0.0171
C -4.935 -0.412 -0.561 -0.0353
C -6.596 -2.129 -0.316 -0.3216
C 4.162 -0.813 -0.214 -0.5501
C -2.199 3.285 -0.266 -0.0229
C -0.938 4.086 0.059 -0.5554
C -1.657 -1.310 -0.464 -0.1914
C 6.182 -2.717 -1.301 -0.0209
C 1.609 1.402 0.456 0.0040
C -4.059 -1.315 -1.146 -0.2421
C -1.170 4.977 1.279 -0.0189
H -2.627 0.194 -1.645 0.1203
H -3.835 -2.204 3.218 0.0959
H -4.632 0.616 -0.423 0.1180
H -1.918 5.731 1.053 0.0885
H -3.060 3.948 -0.273 0.0907
H -1.591 -2.401 -0.392 0.1636
H 2.045 0.097 -1.218 0.1587
H -4.055 -0.507 2.689 0.0955
H 5.543 -3.588 -1.170 0.0910
H 0.419 5.476 -0.884 0.0907
H -0.250 4.260 -1.981 0.0807
H 2.535 1.978 0.390 0.1428
H -2.381 -1.349 -2.486 0.1310
H -2.110 2.812 -1.240 0.0768
H 2.815 -1.177 1.281 0.1488
H -3.801 -3.347 -1.763 0.1201
H 7.172 -0.129 0.776 0.0906
H -6.868 -0.095 0.304 0.1136
H -8.327 -1.839 0.454 0.1058
H 5.756 -2.081 -2.072 0.0784
H 8.149 -0.960 -0.443 0.0884
H -2.345 2.513 0.487 0.0718
H 7.168 -3.046 -1.617 0.0882
H 6.711 -0.052 -0.930 0.0781
H -1.259 5.603 -1.432 0.0912
H -1.511 4.374 2.116 0.0902
H -0.243 5.469 1.561 0.0876
H 7.874 -3.160 0.836 0.0874
H -6.049 -4.062 -1.028 0.1176
H 6.921 -2.292 2.050 0.0859
H -0.313 0.032 -1.399 0.1171
H 6.245 -3.713 1.253 0.0863
H -2.536 -0.997 3.475 0.0997
H 1.337 1.320 1.509 0.1415
```

Properties
energy relative to the best compared isomer or geometry (same formula, charge and spin): 0.00 kcal/mol
total energy: -43766.130 eV
SMILES: COC(=O)[C@@H](Cc1ccc(O)cc1)NC(=O)[C@@H](CC(=O)OC(C)(C)C)NC(=O)OC(C)(C)C
charge: 0
highest occupied orbital energy: -0.3183 Eh

***

# 3
This record from OMol25 describes C23H34N6OS in the gas phase at a distorted geometry. The level of theory is ωB97M-V/def2-TZVPD.

```
65
Properties=species:S:1:pos:R:3:lowdin_charge:R:1
S -0.199 -3.450 0.140 1.1042
O 3.731 -2.926 -0.629 -0.0782
N -4.322 1.179 -0.168 0.1295
N -1.755 0.642 -0.319 0.2064
N 2.584 2.790 0.535 -0.2140
N -2.195 -1.649 0.063 0.1188
N -3.907 -0.093 -0.038 -0.0272
N 0.319 1.513 -0.645 0.0740
C 3.926 2.897 -0.027 -0.2586
C 5.174 -1.087 -0.763 -0.0080
C -0.890 -1.861 -0.018 -0.5140
C 1.391 -2.781 -0.117 -0.4542
C -6.089 -0.166 0.125 0.0117
C 0.083 -0.877 -0.241 -0.1078
C 1.359 1.806 2.468 -0.0628
C 4.024 -1.601 1.409 -0.0063
C 1.783 3.993 0.292 -0.1843
C -0.273 2.831 -0.664 -0.1926
C 3.946 2.946 -1.549 -0.0771
C 2.692 -0.720 -0.536 -0.0575
C -4.964 -0.949 0.145 -0.2452
C -5.631 1.159 -0.073 -0.3526
C -2.559 -0.387 -0.102 -0.3052
C 1.399 -1.435 -0.288 -0.1904
C -6.448 2.397 -0.170 -0.0407
C 2.616 -3.631 -0.141 -0.2043
C -0.441 0.438 -0.389 -0.2589
C 2.642 2.454 1.957 -0.2484
C 0.813 3.874 -0.890 -0.1577
C -4.838 -2.414 0.318 -0.0439
C 3.886 -1.604 -0.120 -0.5513
H 2.815 -4.036 0.866 0.1288
H 3.461 1.744 2.105 0.1006
H -4.338 -2.860 -0.540 0.0765
H 2.738 0.213 0.026 0.0972
H -7.105 -0.488 0.237 0.1047
H 5.112 -1.201 -1.842 0.0906
H 3.359 2.131 -1.963 0.0679
H 5.329 -0.039 -0.522 0.0712
H 1.177 0.860 1.964 0.0612
H 2.442 4.858 0.125 0.1213
H 0.339 4.847 -1.031 0.1159
H 4.453 3.783 0.371 0.1226
H 3.068 -1.798 1.889 0.0883
H -5.793 3.250 -0.321 0.0727
H 3.559 3.890 -1.922 0.0659
H -7.025 2.542 0.742 0.0757
H -4.237 -2.646 1.195 0.0763
H 4.487 2.014 0.294 0.0926
H 2.484 -4.480 -0.819 0.1323
H -7.145 2.324 -1.003 0.0759
H 4.972 2.843 -1.895 0.0759
H 4.385 -0.632 1.744 0.0784
H 0.496 2.446 2.315 0.0660
H 1.192 4.210 1.185 0.1156
H 6.021 -1.666 -0.407 0.0892
H -1.017 2.862 -1.466 0.1216
H -0.812 3.020 0.272 0.1169
H -5.828 -2.851 0.429 0.0779
H 1.307 1.511 -0.416 0.0867
H 2.769 -0.485 -1.602 0.1382
H 4.737 -2.362 1.716 0.0945
H 1.456 1.613 3.533 0.0783
H 2.872 3.345 2.564 0.1224
H 1.351 3.626 -1.803 0.0969
```

Properties
energy relative to the best compared isomer or geometry (same formula, charge and spin): 0.00 kcal/mol
total energy: -46227.307 eV
SMILES: CCN(CC)CCCNc1nc(-n2nc(C)cc2C)nc2sc3c(c12)CC(C)(C)OC3
charge: 0
highest occupied orbital energy: -0.2795 Eh

***

# 4
This record from OMol25 describes C23H35GaIN4OPSSi as an isolated structure. The level of theory is ωB97M-V/def2-TZVPD.

```
68
Properties=species:S:1:pos:R:3:lowdin_charge:R:1
I 1.946 -0.274 5.431 0.9688
Ga 0.024 -0.217 -0.413 0.2335
S 0.582 1.862 -1.070 0.7985
P -0.415 -2.555 -0.739 0.9155
Si 3.708 3.836 -1.022 0.5067
O -2.029 -0.060 -0.346 -0.1363
N 2.157 -0.107 -0.544 -0.0601
N -0.871 0.342 2.375 0.0549
N 0.137 -0.090 1.603 -0.0422
N -4.210 0.322 -0.552 -0.0908
C 1.154 -0.339 2.430 -0.1522
C 0.782 -0.067 3.747 -0.7508
C -3.539 -4.295 1.220 -0.0568
C 3.406 1.947 -0.818 -0.1951
C -2.683 1.772 -1.792 0.0171
C -4.461 -0.820 0.344 0.0125
C -1.849 -3.778 2.857 -0.0487
C -0.523 0.370 3.670 -0.0856
C 4.706 4.298 0.476 -0.1671
C -2.969 0.634 -0.862 -0.4255
C 2.205 1.225 -0.785 -0.6414
C 1.106 -3.538 -0.704 -0.2080
C 4.517 -0.197 -0.420 -0.0223
C -3.099 -4.297 2.536 -0.0428
C -1.167 -2.894 -2.345 -0.2092
C -5.374 1.040 -1.118 0.0055
C 2.161 4.863 -1.075 -0.1986
C 4.686 4.032 -2.586 -0.1644
C -2.740 -3.762 0.217 -0.1025
C 4.557 1.176 -0.638 -0.0432
C -1.491 -3.233 0.532 -0.3615
C -1.047 -3.244 1.860 -0.0909
C 3.289 -0.805 -0.367 -0.1195
H -6.270 0.664 -0.640 0.0953
H 4.960 5.083 -2.726 0.0482
H 5.528 1.664 -0.675 0.1154
H 0.858 -4.584 -0.881 0.0757
H 2.103 -0.689 2.058 0.1168
H -2.192 2.571 -1.234 0.0909
H -3.710 -0.863 1.125 0.0852
H -1.987 1.436 -2.558 0.0907
H -5.462 0.868 -2.189 0.1072
H -1.206 0.699 4.440 0.1414
H 1.527 4.713 -0.197 0.0268
H -3.565 2.175 -2.275 0.0826
H -4.435 -1.757 -0.211 0.0907
H 1.588 -3.453 0.269 0.0519
H 5.613 3.450 -2.559 0.0383
H 2.468 5.915 -1.088 0.0482
H -1.756 0.575 1.956 0.1543
H 5.420 -0.779 -0.293 0.1230
H -1.493 -3.806 3.880 0.1189
H 1.567 4.683 -1.975 0.0276
H 4.109 3.714 -3.460 0.0431
H 5.639 3.730 0.542 0.0354
H 4.143 4.137 1.400 0.0425
H -0.443 -2.659 -3.125 0.0692
H -4.502 -4.724 0.967 0.1218
H -0.063 -2.867 2.115 0.0964
H -3.725 -4.718 3.315 0.1214
H -5.441 -0.707 0.793 0.1011
H -5.310 2.107 -0.924 0.1040
H -1.420 -3.950 -2.407 0.0707
H 4.973 5.359 0.427 0.0481
H -3.090 -3.786 -0.808 0.1027
H 3.186 -1.868 -0.188 0.1019
H 1.788 -3.190 -1.480 0.0591
H -2.058 -2.290 -2.497 0.0561
```

Properties
energy relative to the best compared isomer or geometry (same formula, charge and spin): 0.00 kcal/mol
total energy: -120895.873 eV
charge: +2
highest occupied orbital energy: -0.5074 Eh

***

# 5
This record from OMol25 describes C23H35N3O3 in the gas phase. The level of theory is ωB97M-V/def2-TZVPD.

```
64
Properties=species:S:1:pos:R:3:lowdin_charge:R:1
O 4.434 0.666 -4.124 0.0826
O 0.248 1.269 -3.267 0.0734
O -1.659 1.828 2.178 0.0634
N 1.167 1.823 -1.269 -0.0158
N -2.572 0.327 0.748 -0.0205
N 3.251 2.505 -3.754 0.1646
C 2.333 1.149 0.800 -0.5266
C 3.713 -2.178 -4.020 -0.0898
C 0.965 1.169 1.496 -0.0965
C 2.688 -0.262 0.328 -0.0296
C -2.476 -0.614 -0.363 -0.1404
C -3.882 0.440 1.379 -0.1027
C -1.533 1.059 1.235 -0.4151
C 4.272 -1.971 -2.645 -0.1013
C -5.705 -0.572 2.696 -0.0577
C -0.126 1.922 -0.618 -0.0708
C 3.402 1.638 1.773 -0.0465
C 1.234 1.513 -2.589 -0.3867
C 2.602 1.411 -3.187 -0.1572
C -3.416 -0.506 3.659 -0.0412
C -2.514 -2.445 1.431 -0.1804
C 2.298 2.105 -0.402 -0.0910
C -4.215 -0.688 2.368 -0.5368
C 3.118 -1.124 -3.124 -0.2119
C 3.319 0.293 -3.424 -0.1764
C -3.967 -2.084 1.761 -0.1459
C -0.192 0.912 0.532 -0.1935
C 4.309 2.004 -4.276 -0.1718
C -2.041 -2.029 0.037 -0.1675
H -2.437 -2.719 -0.713 0.1130
H -0.896 1.753 -1.367 0.1205
H -4.589 -2.199 0.864 0.1229
H -3.616 -1.330 4.349 0.0903
H 3.223 2.028 -0.971 0.1283
H 2.691 -0.956 1.172 0.0924
H 1.980 -0.636 -0.412 0.0691
H -2.384 -3.526 1.521 0.1098
H 4.388 1.647 1.300 0.0875
H 2.143 -1.331 -2.704 0.1399
H -3.473 -0.659 -0.800 0.1223
H -1.827 -0.218 -1.145 0.1130
H -5.992 -1.310 3.448 0.0862
H 3.454 0.985 2.646 0.0889
H -1.853 -2.007 2.181 0.0997
H -4.351 -2.809 2.484 0.1164
H 5.234 -1.484 -2.567 0.1068
H -0.952 -2.121 -0.007 0.0987
H -3.924 1.398 1.895 0.1303
H -0.100 -0.089 0.109 0.1201
H 3.182 2.649 2.122 0.0872
H 0.953 0.434 2.306 0.1348
H 3.117 -3.060 -4.206 0.1033
H -0.251 2.931 -0.211 0.1491
H 4.064 -2.710 -1.885 0.1011
H 4.303 -1.832 -4.857 0.1050
H -2.342 -0.455 3.484 0.0691
H -4.629 0.445 0.580 0.1296
H -3.696 0.429 4.146 0.0918
H 2.212 3.137 -0.042 0.1411
H 5.093 2.508 -4.816 0.1336
H -6.319 -0.738 1.808 0.0846
H 0.802 2.143 1.965 0.1281
H 3.680 -0.278 -0.130 0.0872
H -5.942 0.419 3.092 0.0880
```

Properties
energy relative to the best compared isomer or geometry (same formula, charge and spin): 23.90 kcal/mol
total energy: -35032.759 eV
SMILES: CC1(C)C[C@@H](C(=O)N2CCCCC(C)(C)C2)CN(C(=O)c2ncoc2C2CC2)C1
charge: 0
highest occupied orbital energy: -0.3247 Eh

***

# 6
This record from OMol25 describes C23H35N3O5S in the gas phase at a distorted geometry. The level of theory is ωB97M-V/def2-TZVPD.

```
67
Properties=species:S:1:pos:R:3:lowdin_charge:R:1
S -0.322 -0.373 -0.947 0.9876
O 2.945 2.363 0.965 0.1300
O -1.129 3.269 -1.010 0.0451
O 8.728 -0.005 -0.321 -0.0638
O 6.753 -2.098 -0.652 -0.1151
O -1.717 -0.851 -0.994 -0.5653
N 2.324 0.303 0.458 0.1831
N -2.646 1.693 -1.605 0.0772
N -5.371 0.070 -0.346 -0.2271
C -0.133 0.426 0.719 -0.2261
C -5.140 -1.235 -0.932 -0.2029
C 4.718 0.821 0.346 -0.1479
C 5.068 -0.474 -0.037 0.0455
C 5.752 -3.077 -0.787 -0.0759
C -4.106 2.060 0.361 -0.1501
C -6.713 0.276 0.146 -0.0897
C 3.329 1.126 0.582 -0.2804
C -4.418 -4.073 1.653 -0.1159
C 1.595 2.309 1.087 -0.2308
C 1.211 1.031 0.780 -0.3174
C -4.293 -2.699 1.006 -0.2686
C 6.384 -0.831 -0.277 -0.1784
C -4.350 0.556 0.560 -0.2201
C -5.368 -2.480 -0.057 -0.1920
C 9.291 -1.236 -0.715 -0.0724
C 7.391 0.147 -0.131 -0.1914
C -0.329 1.203 -1.929 -0.2020
C -3.803 2.399 -1.101 -0.1685
C 7.022 1.437 0.253 0.0078
C -1.400 2.168 -1.456 -0.5537
C 5.711 1.783 0.492 -0.0170
C 0.838 3.522 1.476 0.0094
H -6.883 1.343 0.288 0.0792
H -6.351 -2.429 0.416 0.1029
H 9.110 -2.019 0.024 0.0950
H 6.277 -3.986 -1.078 0.0958
H 0.304 3.360 2.411 0.0898
H 5.226 -3.248 0.157 0.0993
H -5.372 -3.345 -0.725 0.1119
H -3.655 -4.209 2.416 0.0660
H 8.912 -1.562 -1.686 0.0951
H -4.373 -1.935 1.781 0.0964
H -0.506 0.904 -2.961 0.0983
H -5.808 -1.305 -1.799 0.1153
H -4.984 2.629 0.668 0.1033
H -2.759 0.697 -1.755 0.1053
H -7.425 -0.088 -0.592 0.0881
H 0.660 1.645 -1.829 0.0965
H -4.111 -1.257 -1.298 0.0959
H 4.267 -1.187 -0.137 0.1070
H -5.395 -4.188 2.120 0.0704
H 5.028 -2.811 -1.563 0.0988
H -3.601 3.468 -1.197 0.1197
H 1.527 4.353 1.598 0.0885
H -6.911 -0.229 1.105 0.0845
H -0.241 -0.392 1.432 0.1033
H -3.426 0.015 0.356 0.0859
H -4.658 2.122 -1.718 0.1180
H -0.922 1.159 0.867 0.0914
H -4.615 0.384 1.617 0.1161
H -3.309 -2.603 0.540 0.0996
H 10.361 -1.046 -0.788 0.0939
H -3.269 2.371 0.990 0.1070
H 5.454 2.788 0.788 0.1166
H 0.112 3.768 0.700 0.0606
H -4.302 -4.858 0.908 0.0696
H 7.814 2.161 0.357 0.1221
```

Properties
energy relative to the best compared isomer or geometry (same formula, charge and spin): 60.80 kcal/mol
total energy: -49961.208 eV
charge: 0
highest occupied orbital energy: -0.2833 Eh

***

- Which of these has the lowest total energy?
  C23H35GaIN4OPSSi